# 1
A molecular structure, C24H24AuGeN2O3S3SbSe. Source: the OMol25 dataset; level of theory: ωB97M-V/def2-TZVPD.

Positions of all 60 atoms, in Å:
1 Au 1.193 -2.147 2.450
2 S 3.680 1.848 3.344
3 Sb 2.341 0.385 4.553
4 S 3.087 -1.824 3.798
5 S 0.413 0.180 3.127
6 Se 2.726 -4.470 2.154
7 C 3.913 -3.777 1.004
8 N 4.664 -3.334 0.248
9 O -0.644 -2.434 -1.334
10 C 0.114 -2.297 -0.388
11 O -0.183 -2.466 0.831
12 C 1.553 -1.839 -0.707
13 C 1.713 -0.375 -0.363
14 Ge 0.303 0.810 -1.163
15 C -1.592 0.274 -0.893
16 C -2.437 -0.031 -1.952
17 C -3.737 -0.446 -1.717
18 C -4.225 -0.510 -0.424
19 C -3.398 -0.180 0.636
20 C -2.087 0.192 0.400
21 C 0.667 0.973 -3.112
22 C 1.146 2.154 -3.665
23 C 1.412 2.251 -5.020
24 C 1.208 1.159 -5.845
25 C 0.758 -0.033 -5.303
26 C 0.487 -0.123 -3.949
27 C 0.515 2.579 -0.285
28 C 1.563 2.851 0.582
29 C 1.666 4.081 1.209
30 C 0.721 5.060 0.968
31 C -0.342 4.798 0.119
32 C -0.441 3.565 -0.501
33 H 1.738 -2.011 -1.766
34 H 2.242 -2.454 -0.128
35 H 2.683 -0.017 -0.719
36 H 1.698 -0.241 0.719
37 H -2.076 0.043 -2.970
38 H -4.367 -0.736 -2.549
39 H -5.244 -0.828 -0.247
40 H -3.772 -0.219 1.650
41 H -1.436 0.418 1.234
42 H 1.312 3.006 -3.019
43 H 1.786 3.178 -5.435
44 H 1.400 1.237 -6.906
45 H 0.626 -0.898 -5.939
46 H 0.127 -1.053 -3.528
47 H 2.309 2.100 0.791
48 H 2.485 4.259 1.890
49 H 0.807 6.030 1.442
50 H -1.097 5.554 -0.053
51 H -1.275 3.355 -1.161
52 C -2.062 -2.081 3.758
53 C -1.304 -3.293 4.197
54 N -2.007 -4.221 4.879
55 O -0.108 -3.465 4.011
56 H -3.102 -2.117 4.072
57 H -1.995 -2.000 2.674
58 H -1.582 -1.189 4.159
59 H -3.003 -4.156 5.000
60 H -1.539 -5.075 5.139

Calculated values
Expectation value of S²   0.76
DFT total energy   -199001.309 eV
Total charge   -1
2S+1   2
Orbital gap (spin up / spin down)   0.2230 / 0.2009 Ha

=====

# 2
A molecular structure, C24H24BrN5O2ReSeSi. Source: the OMol25 dataset; level of theory: ωB97M-V/def2-TZVPD.

Positions of all 59 atoms, in Å:
1 Re 0.443 -0.477 -0.358
2 N -1.457 3.406 -0.296
3 C -0.701 2.391 -0.640
4 N -0.729 1.230 -0.001
5 C -1.612 1.043 1.064
6 N -1.643 -0.103 1.669
7 N -0.744 -0.988 1.128
8 C -0.605 -2.171 1.686
9 C 0.400 -3.021 1.111
10 C 0.680 -4.305 1.551
11 C 1.689 -5.021 0.925
12 C 2.391 -4.438 -0.119
13 C 2.064 -3.154 -0.518
14 N 1.092 -2.459 0.082
15 C -2.458 2.142 1.472
16 C -3.353 2.045 2.543
17 C -4.120 3.135 2.888
18 C -4.007 4.334 2.179
19 C -3.129 4.449 1.121
20 C -2.360 3.347 0.775
21 H -1.373 4.267 -0.820
22 H -0.024 2.512 -1.472
23 H -1.218 -2.438 2.536
24 H 0.115 -4.728 2.371
25 H 1.925 -6.025 1.251
26 H 3.186 -4.964 -0.627
27 H 2.584 -2.661 -1.328
28 H -3.428 1.114 3.086
29 H -4.813 3.066 3.715
30 H -4.612 5.184 2.463
31 H -3.039 5.377 0.571
32 C -2.363 -3.608 -2.893
33 Si -2.436 -1.799 -3.310
34 C -2.322 -1.424 -5.121
35 C -3.746 -0.850 -2.392
36 Se -0.345 -0.911 -2.523
37 H -3.254 -4.093 -3.301
38 H -2.352 -3.782 -1.816
39 H -1.490 -4.088 -3.336
40 H -3.212 -1.832 -5.607
41 H -1.450 -1.887 -5.583
42 H -2.293 -0.352 -5.322
43 H -4.730 -1.185 -2.731
44 H -3.673 0.220 -2.587
45 H -3.689 -1.018 -1.315
46 Br 8.033 2.205 2.929
47 C 6.365 1.980 2.094
48 C 5.681 3.094 1.622
49 C 4.455 2.924 1.010
50 C 3.913 1.645 0.869
51 C 4.612 0.536 1.344
52 C 5.838 0.701 1.958
53 C 2.608 1.524 0.213
54 O 1.934 2.433 -0.208
55 O 2.167 0.231 0.064
56 H 6.110 4.080 1.735
57 H 3.910 3.778 0.633
58 H 4.197 -0.456 1.232
59 H 6.389 -0.150 2.331

Calculated values
Expectation value of S²   3.81
DFT total energy   -182207.979 eV
Total charge   +2
2S+1   4
Orbital gap (spin up / spin down)   0.2303 / 0.2080 Ha

=====

# 3
A molecular structure, C24H24Cl3MnN2O14P2S3. Source: the OMol25 dataset; level of theory: ωB97M-V/def2-TZVPD.

Positions of all 73 atoms, in Å:
1 Mn -2.064 0.415 0.250
2 O -0.570 1.197 1.361
3 S 0.727 0.623 1.759
4 O 1.652 1.638 2.206
5 O 1.277 -0.312 0.792
6 C 0.366 -0.374 3.208
7 C 1.303 -0.288 4.231
8 C 1.184 -1.060 5.376
9 C 0.117 -1.931 5.511
10 C -0.829 -2.020 4.500
11 C -0.718 -1.249 3.349
12 S -2.021 -1.506 2.141
13 O -2.893 -0.297 2.178
14 O -2.683 -2.717 2.533
15 O -1.385 -1.523 0.815
16 H 2.128 0.399 4.106
17 H 1.930 -0.980 6.157
18 H 0.013 -2.543 6.397
19 H -1.664 -2.700 4.586
20 C -6.681 2.255 -0.038
21 C -5.504 1.735 -0.850
22 O -5.893 1.619 -2.231
23 P -5.065 0.025 -0.361
24 O -6.212 -0.818 -1.069
25 O -5.356 -0.175 1.168
26 O -3.691 -0.386 -0.772
27 P -3.972 2.784 -0.765
28 O -4.452 4.196 -0.144
29 O -3.079 2.170 0.296
30 O -3.559 2.951 -2.182
31 H -7.535 1.582 -0.132
32 H -6.959 3.241 -0.405
33 H -6.418 2.329 1.017
34 H -5.139 2.000 -2.727
35 H -6.409 -0.381 -1.916
36 H -4.512 -0.287 1.676
37 H -4.147 4.246 0.769
38 Cl 5.897 4.415 -1.650
39 C 5.044 2.901 -1.772
40 C 4.207 2.497 -0.750
41 C 3.546 1.284 -0.874
42 C 3.698 0.471 -1.995
43 C 2.934 -0.837 -2.042
44 C 1.846 -0.903 -3.114
45 N 0.698 -0.114 -2.712
46 C 0.406 1.194 -3.039
47 C -0.658 1.549 -2.270
48 N -0.997 0.491 -1.457
49 C -0.166 -0.483 -1.748
50 O 3.782 -1.964 -2.229
51 C 4.458 -2.323 -1.031
52 C 3.491 -2.826 0.002
53 C 3.418 -2.431 1.301
54 Cl 4.402 -1.251 2.071
55 S 2.131 -3.167 2.160
56 C 1.647 -4.025 0.760
57 C 2.450 -3.757 -0.301
58 C 4.552 0.920 -3.000
59 Cl 4.832 -0.020 -4.444
60 C 5.230 2.123 -2.902
61 H 4.062 3.108 0.129
62 H 2.886 0.957 -0.081
63 H 2.413 -0.933 -1.084
64 H 1.540 -1.945 -3.201
65 H 2.189 -0.565 -4.090
66 H 0.964 1.728 -3.788
67 H -1.228 2.462 -2.257
68 H -0.133 -1.438 -1.248
69 H 5.027 -1.476 -0.635
70 H 5.165 -3.104 -1.316
71 H 0.782 -4.667 0.798
72 H 2.308 -4.178 -1.286
73 H 5.888 2.447 -3.695

Calculated values
Expectation value of S²   0.87
DFT total energy   -176905.078 eV
Total charge   -1
2S+1   2
Orbital gap (spin up / spin down)   0.2865 / 0.2644 Ha

=====

# 4
A molecular structure, C24H24ClF4MnN5Se. Source: the OMol25 dataset; level of theory: ωB97M-V/def2-TZVPD.

Positions of all 60 atoms, in Å:
1 Mn -0.044 -0.294 -1.368
2 C -1.211 0.380 -3.992
3 C -2.431 0.054 -3.129
4 N -2.165 0.276 -1.690
5 C -3.037 -0.568 -0.848
6 C -2.506 -0.656 0.580
7 C -2.326 1.710 -1.336
8 C -1.000 2.399 -0.943
9 N 0.135 1.497 -1.068
10 C 1.383 2.063 -0.973
11 C 2.481 1.243 -1.315
12 F 2.130 -0.010 -1.791
13 C 3.803 1.630 -1.204
14 F 4.771 0.771 -1.499
15 C 4.110 2.913 -0.767
16 C 3.063 3.764 -0.452
17 F 3.321 4.990 -0.018
18 C 1.729 3.365 -0.545
19 F 0.787 4.239 -0.158
20 H -1.382 0.020 -5.004
21 H -0.305 -0.145 -3.612
22 H -1.018 1.450 -4.050
23 H -2.688 -0.997 -3.269
24 H -3.293 0.645 -3.463
25 H -3.062 -1.572 -1.281
26 H -4.064 -0.181 -0.846
27 H -1.466 -1.035 0.585
28 H -3.120 -1.346 1.153
29 H -2.520 0.314 1.072
30 H -3.035 1.801 -0.511
31 H -2.752 2.247 -2.186
32 H -1.068 2.776 0.087
33 H -0.845 3.271 -1.591
34 H 5.136 3.241 -0.675
35 Cl -0.322 -0.256 7.963
36 C 0.040 0.016 6.338
37 C -0.090 1.307 5.792
38 C 0.191 1.526 4.477
39 C 0.597 0.454 3.616
40 C 0.812 0.673 2.283
41 C 0.738 -0.845 4.205
42 C 0.470 -1.053 5.524
43 H -0.423 2.118 6.420
44 H 0.090 2.515 4.054
45 H 0.743 1.669 1.877
46 H 1.059 -0.131 1.604
47 H 1.070 -1.661 3.579
48 H 0.570 -2.029 5.971
49 Se 2.667 -2.759 0.835
50 N 2.356 -4.205 -0.047
51 C 1.358 -4.031 -0.905
52 C 0.752 -4.971 -1.757
53 C -0.297 -4.526 -2.528
54 C -0.697 -3.182 -2.500
55 N -0.156 -2.259 -1.711
56 C 0.823 -2.700 -0.889
57 N 1.359 -1.877 0.014
58 H 1.102 -5.989 -1.780
59 H -0.829 -5.204 -3.178
60 H -1.494 -2.851 -3.150

Calculated values
Expectation value of S²   3.77
DFT total energy   -152769.037 eV
Total charge   +2
2S+1   4
Orbital gap (spin up / spin down)   0.1522 / 0.1674 Ha

=====

# 5
C24H24ClN5O2S in the gas phase. Source: the OMol25 dataset; level of theory: ωB97M-V/def2-TZVPD.

Positions of all 57 atoms, in Å:
1 C 6.398 2.384 1.928
2 O 5.813 2.214 0.658
3 C 4.571 1.679 0.578
4 C 3.797 1.294 1.669
5 C 2.545 0.743 1.469
6 C 2.057 0.570 0.184
7 N 0.797 -0.033 -0.018
8 C 0.422 -1.332 0.230
9 C 1.336 -2.367 0.782
10 C 2.683 -2.308 0.139
11 C 3.914 -2.112 0.714
12 C 4.864 -2.095 -0.322
13 C 4.181 -2.282 -1.491
14 N 2.858 -2.417 -1.210
15 C 1.825 -2.619 -2.186
16 N -0.811 -1.515 -0.137
17 N -1.288 -0.355 -0.625
18 C -0.324 0.529 -0.560
19 S -0.385 2.186 -1.068
20 C -2.056 2.232 -1.800
21 C -3.146 2.465 -0.755
22 O -3.702 3.537 -0.639
23 N -3.405 1.383 -0.008
24 C -4.421 1.381 1.023
25 C -5.559 0.468 0.648
26 C -6.761 0.985 0.183
27 C -7.801 0.151 -0.186
28 C -7.650 -1.223 -0.096
29 C -6.458 -1.759 0.358
30 C -5.421 -0.916 0.723
31 Cl -3.931 -1.610 1.274
32 C 2.814 0.973 -0.910
33 C 4.060 1.520 -0.712
34 H 7.384 2.807 1.743
35 H 6.507 1.428 2.449
36 H 5.819 3.075 2.548
37 H 4.156 1.415 2.678
38 H 1.946 0.443 2.316
39 H 0.853 -3.338 0.635
40 H 1.461 -2.216 1.857
41 H 4.108 -1.995 1.762
42 H 5.922 -1.960 -0.217
43 H 4.538 -2.336 -2.501
44 H 2.262 -3.041 -3.091
45 H 1.333 -1.677 -2.449
46 H 1.066 -3.303 -1.806
47 H -2.039 3.074 -2.491
48 H -2.202 1.293 -2.330
49 H -2.893 0.518 -0.186
50 H -3.974 1.051 1.967
51 H -4.775 2.409 1.125
52 H -6.872 2.056 0.108
53 H -8.728 0.572 -0.544
54 H -8.457 -1.880 -0.380
55 H -6.327 -2.828 0.428
56 H 2.425 0.850 -1.909
57 H 4.669 1.830 -1.546

Calculated values
DFT total energy   -60181.191 eV
Orbital gap   0.3188 Ha

=====

# 6
A molecular structure, C24H24ClN8O4PSm. Source: the OMol25 dataset; level of theory: ωB97M-V/def2-TZVPD.

Positions of all 63 atoms, in Å:
1 Sm 0.290 -0.579 1.316
2 C 1.156 3.091 -2.795
3 N 1.631 1.971 -1.967
4 C 2.639 1.068 -2.298
5 C 2.571 0.054 -1.353
6 N 1.578 0.330 -0.407
7 C 0.987 1.473 -0.791
8 P -0.132 2.524 0.154
9 C -1.686 1.620 0.617
10 N -1.787 0.468 1.307
11 C -3.123 0.294 1.611
12 C -3.846 1.327 1.082
13 N -2.954 2.182 0.444
14 C -3.366 3.328 -0.340
15 C 0.735 2.521 1.769
16 N 1.001 1.399 2.494
17 C 1.619 1.886 3.648
18 C 1.738 3.243 3.626
19 N 1.203 3.694 2.399
20 C 1.088 5.086 1.917
21 H 1.338 2.910 -3.872
22 H 1.731 3.998 -2.527
23 H 0.085 3.279 -2.641
24 H 3.337 1.135 -3.122
25 H 3.189 -0.828 -1.256
26 H -3.438 -0.536 2.224
27 H -4.948 1.378 1.044
28 H -4.312 3.145 -0.866
29 H -2.606 3.639 -1.085
30 H -3.521 4.193 0.345
31 H 1.892 1.197 4.430
32 H 2.101 3.899 4.408
33 H 0.992 5.768 2.763
34 H 0.189 5.214 1.288
35 H 1.961 5.372 1.298
36 O 3.445 -5.902 0.687
37 C 2.394 -5.880 -0.115
38 O 2.119 -6.858 -0.825
39 C 1.526 -4.718 -0.183
40 C 0.512 -4.571 -1.149
41 Cl -0.076 -5.575 -2.345
42 N -0.072 -3.331 -0.965
43 N 0.417 -2.684 0.146
44 C 1.425 -3.528 0.624
45 C 2.276 -3.025 1.795
46 O 3.319 -3.669 2.043
47 O 1.878 -1.932 2.330
48 C -0.860 -2.565 -1.932
49 C -2.001 -1.841 -1.574
50 C -2.684 -1.031 -2.504
51 C -2.240 -0.946 -3.826
52 C -1.119 -1.699 -4.235
53 C -0.464 -2.522 -3.316
54 H 3.487 -5.038 1.264
55 H -2.315 -1.862 -0.530
56 H -3.560 -0.448 -2.171
57 H -2.767 -0.273 -4.510
58 H -0.783 -1.595 -5.281
59 H 0.277 -3.202 -3.687
60 C -0.751 -1.402 3.671
61 H -1.157 -2.343 3.280
62 H -1.580 -0.750 4.025
63 H 0.021 -1.552 4.418

Calculated values
Expectation value of S²   8.83
DFT total energy   -85098.380 eV
Total charge   +1
2S+1   6
Orbital gap (spin up / spin down)   0.2035 / 0.2101 Ha

=====

| no. | strongest force on any atom (hartree/bohr) |
| --- | --- |
| 1 | 0.0495 |
| 2 | 0.0101 |
| 3 | 0.0065 |
| 4 | 0.0301 |
| 5 | 0.0238 |
| 6 | 0.0805 |